1.
ORCA calculation (ωB97M-V with the def2-TZVPD basis set) on a structure of composition C36H50AsBF4N2RuS.

Structure (XYZ):
```
96
Properties=species:S:1:pos:R:3:forces:R:3
Ru 0.699710 -0.085268 0.302800 0.022 0.451 0.038
C 1.466421 -1.173092 2.167947 0.276 -0.234 0.090
C 1.834310 -2.021463 1.083726 0.155 -0.118 0.065
C 2.783497 -1.237186 0.280741 -0.212 -0.064 -0.156
C 3.040987 -0.033694 1.033591 0.125 -0.114 0.068
C 2.392544 -0.068151 2.276981 -0.079 -0.019 -0.058
C 2.719812 0.716650 3.503821 0.016 -0.036 -0.002
C 3.770088 -0.189266 4.207333 0.001 0.007 0.030
C 3.372744 2.061617 3.176685 0.013 -0.009 -0.011
C 1.525385 0.882725 4.446358 -0.014 0.010 -0.015
C 3.697021 -1.616768 -0.893270 0.017 0.048 0.050
C 4.503350 -2.868043 -0.503675 0.038 0.025 0.024
C 2.962584 -1.867397 -2.209636 0.008 -0.020 0.007
C 4.702162 -0.485829 -1.156323 -0.002 0.003 -0.042
C 1.280638 -3.444068 1.030571 -0.014 0.065 -0.029
C 2.290557 -4.346477 1.772025 -0.027 -0.012 0.016
C -0.042784 -3.528961 1.813802 -0.022 -0.005 0.005
C 1.022096 -3.981946 -0.376769 0.005 0.011 -0.034
H 0.793077 -1.476726 2.953597 -0.100 0.101 -0.052
H 3.753307 0.720069 0.741226 -0.111 0.078 -0.053
H 4.641608 -0.363055 3.574867 0.004 0.010 -0.004
H 3.346089 -1.151957 4.498117 -0.006 -0.003 -0.001
H 4.104227 0.320132 5.111434 -0.002 -0.002 0.007
H 4.349584 1.927841 2.708328 -0.007 -0.001 -0.028
H 3.536918 2.608466 4.104577 0.026 -0.010 0.004
H 2.751192 2.679767 2.532583 -0.020 0.015 0.023
H 1.114141 -0.079198 4.758901 -0.010 -0.005 -0.012
H 0.737641 1.485586 4.000436 0.005 0.016 0.001
H 1.861984 1.391952 5.348646 0.004 -0.013 0.010
H 3.906378 -3.774784 -0.535219 -0.012 -0.002 -0.004
H 4.949475 -2.772885 0.487791 -0.004 0.009 0.006
H 5.315894 -2.988885 -1.220172 0.002 -0.007 0.000
H 2.128766 -2.553245 -2.116783 -0.025 -0.028 0.007
H 3.662422 -2.284917 -2.934437 0.000 -0.003 -0.002
H 2.598967 -0.926238 -2.613597 0.015 -0.018 0.005
H 5.371410 -0.319183 -0.311545 0.008 -0.009 0.004
H 4.207889 0.455772 -1.408536 -0.005 0.003 0.009
H 5.321789 -0.766497 -2.007285 -0.002 0.006 -0.005
H 2.453843 -3.989496 2.790000 0.000 -0.001 0.007
H 3.252017 -4.409678 1.272684 0.009 0.006 -0.012
H 1.874000 -5.352677 1.834201 0.001 -0.004 0.000
H 0.105617 -3.437691 2.889633 -0.002 0.015 0.000
H -0.485085 -4.508960 1.641773 0.009 -0.008 0.020
H -0.771925 -2.779554 1.500516 0.000 -0.013 -0.028
H 1.933752 -4.140436 -0.944062 0.021 0.000 -0.002
H 0.364952 -3.320350 -0.951454 -0.005 0.001 0.006
H 0.523257 -4.947308 -0.298002 0.005 -0.003 -0.001
S -5.857930 -0.221299 1.053254 0.131 0.047 -0.189
C -4.110763 -0.222531 0.989513 -0.142 0.059 0.068
C -3.309117 0.527926 1.854606 0.061 0.114 -0.074
C -1.943471 0.500898 1.717276 -0.068 0.028 -0.039
N -1.332155 -0.236410 0.764916 0.052 0.063 0.010
C -2.098979 -1.012246 -0.033458 -0.046 -0.104 0.052
C -3.465030 -1.034871 0.045836 0.023 -0.154 0.034
C -6.156415 1.492297 1.459470 -0.026 -0.011 0.200
C -6.198300 2.434929 0.443268 0.051 -0.056 0.019
C -6.445538 3.754510 0.796781 -0.006 0.072 -0.048
N -6.647473 4.156216 2.047436 0.018 -0.063 -0.010
C -6.625097 3.235695 3.004698 -0.032 0.038 0.067
C -6.388004 1.886800 2.768324 -0.032 -0.054 -0.039
H -3.748553 1.148830 2.622226 0.000 0.014 -0.008
H -1.303343 1.085853 2.358489 -0.019 0.022 -0.004
H -1.576340 -1.624031 -0.759782 -0.015 0.004 -0.001
H -4.035581 -1.660303 -0.627419 0.010 0.011 -0.021
H -6.052081 2.154933 -0.591111 -0.007 0.007 -0.005
H -6.487249 4.523252 0.033778 0.003 -0.009 0.000
H -6.810934 3.586165 4.013295 0.005 -0.004 -0.003
H -6.403642 1.171846 3.579888 0.014 -0.002 0.002
C 1.572126 1.467076 -3.215575 -0.013 0.036 0.028
As 0.245642 0.526963 -2.176030 0.038 -0.190 -0.146
C -0.242074 -0.946529 -3.338166 -0.003 0.016 0.006
C -1.334784 1.718386 -2.206083 0.080 -0.085 0.075
C -1.929239 1.764685 -3.577291 -0.135 0.112 0.064
C -1.495674 2.705193 -4.509876 -0.002 -0.018 0.001
C -2.085290 2.771317 -5.763818 0.007 -0.010 -0.003
C -3.114647 1.902000 -6.095409 0.001 -0.014 -0.002
C -3.563389 0.970605 -5.166814 0.020 -0.002 -0.022
C -2.973175 0.903572 -3.915852 0.072 -0.027 -0.023
H 1.039121 1.866412 -4.078668 0.023 0.010 -0.003
H 2.346336 0.790435 -3.564948 0.000 0.011 0.008
H 2.000578 2.273926 -2.628485 -0.016 0.000 -0.002
H -0.592356 -0.501334 -4.269138 -0.004 -0.031 -0.010
H -1.044136 -1.551255 -2.920403 -0.014 0.020 0.005
H 0.624753 -1.570283 -3.533010 0.006 0.000 0.007
H -0.975786 2.682241 -1.853958 0.025 -0.018 -0.048
H -2.036288 1.336453 -1.466116 -0.002 0.012 -0.007
H -0.719397 3.413909 -4.244732 -0.007 0.010 0.013
H -1.752350 3.514459 -6.475595 0.003 -0.005 -0.006
H -3.575666 1.957286 -7.072032 -0.008 0.006 0.002
H -4.378888 0.305456 -5.416933 -0.001 -0.003 -0.005
H -3.331129 0.181630 -3.188715 -0.021 0.015 0.017
F 1.255604 2.367240 -0.367979 -0.030 -0.004 0.007
B 0.489991 2.877617 0.750988 0.211 0.010 0.019
F 0.677257 1.753048 1.705130 -0.336 0.023 0.046
F -0.841906 2.908118 0.420327 0.004 0.003 0.047
F 1.006451 4.003665 1.262973 0.022 -0.020 -0.025
```
Positions in Å, forces in eV/Å.

Calculated values
LUMO (spin up / spin down): -7.454 / -8.997 eV
multiplicity: 5
total charge: +2
electronic energy: -4664.0628 hartree
ΔE to the lowest compared entry with this formula, charge and spin: 29.4 kJ/mol
HOMO (spin up / spin down): -13.8673 / -13.8727 eV

2.
ORCA calculation (ωB97M-V with the def2-TZVPD basis set) on a structure of composition C36H50AsN5O3RbS2Si2.

Structure (XYZ):
```
100
Properties=species:S:1:pos:R:3:forces:R:3
Rb 1.029477 -0.561223 -0.678928 0.044 -0.114 -0.021
O -1.260489 -1.993668 -4.714276 -0.095 0.008 -0.021
S -1.277405 -1.464601 -3.367097 0.184 0.035 0.069
O -0.552404 -0.223547 -3.156603 -0.061 -0.045 -0.014
N -0.822880 -2.464852 -2.250221 0.032 0.038 0.013
C -0.970860 -3.824518 -2.343287 0.021 -0.037 -0.020
C -1.853000 -4.507771 -3.167662 -0.015 -0.035 -0.007
C -1.969007 -5.908064 -3.132969 -0.003 0.015 -0.005
C -1.216249 -6.669317 -2.285791 0.012 -0.009 0.015
C -0.279961 -6.028035 -1.441522 -0.008 -0.002 -0.008
C 0.559101 -6.754687 -0.566523 -0.008 -0.001 -0.001
C 1.475566 -6.095810 0.195446 0.000 0.005 0.005
C 1.550201 -4.691004 0.086199 0.002 -0.011 -0.001
N 0.778743 -3.977365 -0.691860 0.023 0.010 0.005
C -0.140105 -4.618987 -1.464323 -0.004 0.030 -0.020
C -2.983014 -1.034809 -3.030183 -0.014 -0.058 -0.017
C -3.786906 -1.854150 -2.251261 -0.014 0.021 -0.022
C -5.116126 -1.512064 -2.036373 -0.004 0.012 -0.003
C -5.632087 -0.347763 -2.586736 -0.014 -0.016 0.023
C -4.819139 0.473857 -3.357440 0.021 0.011 -0.023
C -3.496107 0.129708 -3.585344 -0.013 0.026 0.008
H -2.453822 -3.950632 -3.872126 0.002 0.004 0.005
H -2.678852 -6.384146 -3.799746 -0.002 0.001 0.001
H -1.309182 -7.748366 -2.255649 0.001 0.000 -0.001
H 0.462724 -7.834200 -0.524025 0.001 0.000 0.000
H 2.136974 -6.619434 0.873269 0.002 -0.001 -0.003
H 2.275191 -4.146531 0.681837 0.000 0.005 0.001
H -3.372692 -2.754472 -1.818282 0.005 -0.020 0.019
H -5.745396 -2.152802 -1.430414 0.000 -0.002 0.003
H -6.665458 -0.075037 -2.410760 0.000 -0.004 0.003
H -5.215395 1.390311 -3.776415 0.002 0.001 0.000
H -2.848498 0.767067 -4.172844 0.003 -0.002 0.003
C -1.269352 3.369893 1.199159 0.020 -0.046 0.018
Si -0.514070 3.335391 -0.543847 0.049 0.073 -0.036
C -1.807457 2.377322 -1.518033 -0.009 -0.047 -0.010
C -0.599148 5.150596 -1.097284 -0.014 -0.017 0.007
C 1.173852 2.623883 -0.736489 -0.001 0.021 -0.059
C 2.114083 2.534297 0.306252 -0.023 0.073 0.050
C 1.951161 3.110020 1.620592 0.022 -0.005 -0.076
C 3.017391 3.251066 2.458017 -0.016 0.045 0.002
C 4.275220 2.733920 2.099507 0.039 0.007 0.035
C 4.321807 2.033672 0.910559 0.003 -0.023 -0.088
N 3.314599 1.899072 0.054251 0.017 -0.036 0.066
Si 1.957803 2.549271 -2.421722 -0.077 -0.030 0.026
C 3.256650 3.917641 -2.553788 0.026 -0.006 0.030
C 2.811777 0.947601 -2.987830 0.035 0.102 0.091
C 0.729166 2.861936 -3.824794 0.002 0.004 -0.002
H -2.353688 3.472614 1.079498 0.004 -0.009 0.001
H -0.931361 4.209747 1.811162 0.010 0.010 0.000
H -1.068011 2.427622 1.715051 -0.015 0.008 0.009
H -2.782621 2.873137 -1.461835 0.010 0.019 0.008
H -1.909726 1.380672 -1.077790 0.014 0.009 -0.012
H -1.548001 2.236036 -2.565169 -0.003 0.002 -0.006
H -1.616205 5.545310 -1.002773 0.005 0.006 -0.004
H -0.275646 5.290031 -2.130769 0.000 -0.007 0.003
H 0.058046 5.754816 -0.464543 0.002 0.001 -0.001
H 0.994618 3.521196 1.897274 -0.011 0.027 0.011
H 2.889232 3.775186 3.401534 -0.004 0.003 -0.014
H 5.157939 2.869455 2.710128 -0.002 -0.011 0.011
H 5.250816 1.543596 0.614391 -0.005 0.006 -0.018
H 4.007161 3.805336 -1.768856 0.007 0.018 -0.013
H 2.778088 4.892925 -2.428857 0.000 0.001 0.002
H 3.763003 3.907743 -3.523716 -0.003 -0.014 -0.004
H 3.489458 0.578595 -2.215603 -0.023 -0.025 -0.044
H 3.409857 1.176869 -3.875454 -0.021 -0.011 -0.020
H 2.096169 0.174401 -3.275410 -0.031 -0.012 -0.022
H 0.078014 3.724986 -3.675174 0.008 0.003 0.007
H 0.109176 1.976072 -3.974826 -0.012 0.016 -0.009
H 1.295059 3.028692 -4.747199 0.014 0.003 0.007
C -1.973435 -2.624950 0.990921 0.019 0.000 0.024
As -2.044859 -0.841873 1.698932 -0.016 0.062 -0.064
C -3.677758 -0.055732 1.037498 0.011 -0.028 0.013
C -2.285325 -1.015910 3.599993 -0.015 0.007 0.026
O -0.753674 0.088977 1.287137 -0.048 0.000 0.024
H -2.947582 -3.106737 1.082154 0.001 -0.004 -0.008
H -1.216221 -3.181367 1.541019 -0.004 0.001 -0.006
H -1.674585 -2.552232 -0.056345 -0.021 -0.014 -0.013
H -4.544903 -0.649801 1.327460 0.001 0.002 -0.003
H -3.614057 -0.004703 -0.048462 -0.019 0.004 -0.011
H -3.759776 0.954142 1.437347 0.018 0.003 0.007
H -3.122150 -1.682265 3.810572 0.002 0.002 0.010
H -2.479723 -0.027198 4.013937 -0.012 -0.002 0.003
H -1.357287 -1.401535 4.016361 -0.005 -0.013 -0.009
C 5.121328 0.464715 4.415278 -0.006 -0.018 -0.011
C 3.639698 0.330962 4.308006 0.003 0.007 0.025
C 2.724715 1.172714 4.858060 0.004 -0.015 0.000
C 1.358904 0.875003 4.653477 -0.007 0.004 0.004
N 0.938786 -0.219769 4.060159 -0.021 -0.009 -0.011
C 1.837052 -1.066293 3.512036 0.077 0.020 0.006
S 1.447627 -2.475460 2.706708 -0.056 -0.022 0.048
N 3.172069 -0.735760 3.627144 -0.026 -0.017 0.006
C 0.310681 1.850535 5.083031 0.006 -0.004 0.026
H 5.388325 1.436848 4.819736 -0.007 0.004 0.008
H 5.577455 0.363499 3.430543 0.013 0.016 0.005
H 5.517164 -0.315020 5.070460 0.005 0.002 -0.008
H 3.036462 2.065430 5.377842 -0.002 -0.009 0.003
H 3.810866 -1.373405 3.173318 0.000 0.000 -0.007
H 0.616906 2.417584 5.962030 0.006 0.002 -0.005
H -0.627616 1.334424 5.271834 0.000 0.002 -0.004
H 0.153115 2.551465 4.258112 -0.013 -0.004 -0.009
```
Positions in Å, forces in eV/Å.

Calculated values
LUMO: 1.895 eV
multiplicity: 1
total charge: -1
electronic energy: -5536.7007 hartree
ΔE to the lowest compared entry with this formula, charge and spin: 55.1 kJ/mol
HOMO: -3.3793 eV